No. 1
Computed, not measured: 5 unconnected molecules or ions with the total composition C25H55N5O18P4S at a distorted geometry, with ωB97M-V/def2-TZVPD.

Positions of all 108 atoms, in Å:
1 C -4.032 1.594 11.147
2 C -3.558 0.031 11.300
3 C -2.993 -0.380 9.831
4 C -1.673 0.363 9.409
5 C -1.020 0.100 7.971
6 C 0.295 0.929 7.602
7 C 1.561 0.039 7.170
8 O 1.844 0.381 5.762
9 C 3.123 -0.158 5.404
10 O 3.251 -1.259 4.793
11 C -1.751 -0.910 7.057
12 C -1.220 -1.228 5.582
13 C -1.978 -0.240 4.525
14 N -2.075 -0.849 3.157
15 N -1.077 0.979 4.366
16 N -3.282 0.278 5.026
17 C -3.072 -1.670 7.515
18 N -3.807 -2.626 6.677
19 S -5.123 -3.042 7.688
20 N -4.964 -2.174 9.176
21 C -3.734 -1.422 8.925
22 H -4.232 1.773 10.019
23 H -3.165 2.285 11.429
24 H -5.015 1.818 11.685
25 H -2.696 0.039 12.076
26 H -4.425 -0.633 11.633
27 H -1.169 1.095 10.126
28 H 0.088 1.747 6.820
29 H 0.603 1.500 8.565
30 H 1.449 -1.084 7.349
31 H 2.474 0.445 7.764
32 H 4.086 0.444 5.637
33 H -1.494 -2.336 5.373
34 H -0.089 -1.138 5.453
35 H -1.333 -0.452 2.541
36 H -2.958 -0.500 2.739
37 H -1.254 1.511 5.248
38 H -1.557 1.546 3.641
39 H -3.420 1.268 4.737
40 H -4.081 -0.296 4.694
41 C -8.783 1.967 4.350
42 O -7.405 2.219 4.110
43 P -6.791 1.837 2.682
44 O -5.328 2.013 2.555
45 O -7.662 2.711 1.654
46 C -7.575 4.125 1.761
47 O -7.324 0.351 2.430
48 C -7.010 -0.249 1.181
49 H -9.208 2.825 4.874
50 H -9.341 1.814 3.424
51 H -8.880 1.081 4.979
52 H -6.712 4.437 2.354
53 H -8.488 4.499 2.228
54 H -7.489 4.548 0.759
55 H -7.000 0.490 0.376
56 H -7.773 -0.996 0.956
57 H -6.037 -0.740 1.241
58 C 2.914 -1.168 -2.243
59 O 2.421 -0.117 -1.422
60 P 2.868 -0.069 0.114
61 O 2.217 0.978 0.930
62 O 4.470 0.045 0.034
63 C 5.012 1.205 -0.577
64 O 2.642 -1.569 0.618
65 C 3.035 -1.874 1.950
66 H 3.200 -0.750 -3.210
67 H 3.786 -1.658 -1.805
68 H 2.123 -1.906 -2.393
69 H 4.270 2.002 -0.670
70 H 5.382 0.940 -1.570
71 H 5.845 1.565 0.029
72 H 3.924 -1.310 2.241
73 H 3.266 -2.939 2.006
74 H 2.218 -1.650 2.636
75 C 4.037 1.329 -8.458
76 O 3.900 1.017 -7.077
77 P 5.194 0.546 -6.264
78 O 4.945 0.122 -4.869
79 O 6.206 1.785 -6.415
80 C 5.808 3.025 -5.849
81 O 5.848 -0.566 -7.210
82 C 7.082 -1.128 -6.793
83 H 3.468 2.236 -8.670
84 H 5.078 1.498 -8.742
85 H 3.632 0.508 -9.053
86 H 4.983 2.905 -5.142
87 H 5.500 3.696 -6.653
88 H 6.661 3.463 -5.327
89 H 7.703 -0.390 -6.280
90 H 7.618 -1.477 -7.678
91 H 6.897 -1.976 -6.131
92 C 1.328 -4.240 -11.707
93 O 2.035 -3.254 -10.967
94 P 2.810 -2.104 -11.766
95 O 3.621 -1.192 -10.931
96 O 1.648 -1.382 -12.609
97 C 0.616 -0.735 -11.878
98 O 3.619 -2.906 -12.888
99 C 4.357 -2.141 -13.829
100 H 0.366 -4.418 -11.222
101 H 1.145 -3.930 -12.738
102 H 1.904 -5.167 -11.707
103 H 0.894 -0.577 -10.833
104 H -0.285 -1.350 -11.923
105 H 0.411 0.231 -12.341
106 H 3.849 -1.202 -14.063
107 H 4.452 -2.722 -14.747
108 H 5.353 -1.931 -13.434

Results
Max |F| in eV Å⁻¹: 5.994
Calculated total energy in eV: -119115.2501
2S+1: 1
Frontier orbital gap in eV: 6.92

No. 2
Computed, not measured: 3 unconnected molecules or ions with the total composition C2H11N3O2 at a distorted geometry, with ωB97M-V/def2-TZVPD.

Positions of all 18 atoms, in Å:
1 C 0.732 -1.394 1.074
2 C -0.226 2.476 0.286
3 N 0.141 1.128 -0.113
4 N 1.247 -1.648 -0.255
5 O 0.760 1.197 -1.362
6 H 1.277 0.349 -1.353
7 H 1.444 -2.616 -0.487
8 H 2.087 -1.112 -0.460
9 H 0.281 -2.297 1.510
10 H 1.442 -0.808 1.654
11 H -0.953 2.894 -0.418
12 H -0.672 2.442 1.283
13 H 0.660 3.117 0.360
14 N -2.133 -0.873 -0.464
15 O -1.553 0.396 -0.355
16 H -0.261 -0.810 0.990
17 H -1.370 -1.479 -0.765
18 H -2.903 -0.961 -1.124

Results
Max |F| in eV Å⁻¹: 3.373
Calculated total energy in eV: -10810.3534
2S+1: 1
Frontier orbital gap (spin up / spin down) in eV: 8.23 / 7.60

No. 3
Computed, not measured: a molecular structure, C5H9Cl2PS2 at a distorted geometry, with ωB97M-V/def2-TZVPD.

Positions of all 19 atoms, in Å:
1 C 0.620 -1.324 -0.292
2 C 0.259 -0.107 -0.501
3 C -0.346 -2.420 -0.110
4 C 2.033 -1.627 -0.304
5 C 0.469 2.001 0.964
6 P -2.177 2.110 -0.552
7 S 0.567 1.464 -0.797
8 S -2.732 0.333 0.015
9 Cl -2.444 3.343 1.094
10 Cl -3.628 2.900 -1.749
11 H -1.296 -2.117 0.274
12 H -0.554 -2.989 -1.039
13 H 0.269 -2.993 0.537
14 H 2.636 -0.774 -0.802
15 H 2.484 -1.786 0.668
16 H 2.226 -2.299 -1.178
17 H -0.182 1.312 1.539
18 H 0.191 3.138 1.077
19 H 1.605 1.834 1.157

Results
Max |F| in eV Å⁻¹: 4.523
Calculated total energy in eV: -61333.0465
2S+1: 1
Frontier orbital gap (spin up / spin down) in eV: 6.85 / 6.85